Entry 1:
The following is a DFT calculation (ωB97M-V/def2-TZVPD) of a single C3H5N3O molecule.

Calculated values
- LUMO (eV) = 0.86
- relative energy (zero: lowest compared OMol25 entry of this formula, charge and spin) (kJ/mol) = 51.9
- maximum force (eV Å⁻¹) = 0.3
- gap between HOMO and LUMO (eV) = 8.4

The geometry in ORCA input format:
```
! wB97M-V def2-TZVPD RIJCOSX def2/J DEFGRID3
* xyz 0 1
N -1.60554 -0.28007 1.53358
C -0.61222 -0.04171 0.58253
C 0.10257 1.11038 0.44218
N 0.94558 0.87892 -0.65099
C 0.68128 -0.37388 -1.06570
O 1.36544 -0.86760 -2.11260
N -0.25041 -0.97666 -0.37290
H -1.34009 0.01363 2.46324
H -1.99114 -1.21225 1.51802
H -0.00911 2.07814 0.90358
H 1.76952 1.40116 -0.89925
H 0.96496 -1.71752 -2.33922
*
```

---

Entry 2:
The following is a DFT calculation (ωB97M-V/def2-TZVPD) of a molecular structure, C3H5N3O.

Calculated values
- LUMO (eV) = 0.11
- relative energy (zero: lowest compared OMol25 entry of this formula, charge and spin) (kJ/mol) = 699.0
- maximum force (eV Å⁻¹) = 0.7
- gap between HOMO and LUMO (eV) = 8.8

The geometry in ORCA input format:
```
! wB97M-V def2-TZVPD RIJCOSX def2/J DEFGRID3
* xyz 0 1
O -2.08685 1.04913 0.23872
C -1.89247 -0.27124 0.00336
C -0.13276 -0.40593 -0.00222
N 0.52881 0.47383 -0.66030
N 1.89690 0.33209 -0.25326
C 2.32055 -0.61742 0.51060
N -0.39883 -1.29444 0.79196
H -1.54246 1.55460 -0.38926
H -2.07765 -0.61755 -1.01747
H -2.43694 -0.85958 0.73598
H 2.42574 1.10865 -0.64170
H 3.39596 -0.45216 0.68358
*
```

---

Entry 3:
The following is a DFT calculation (ωB97M-V/def2-TZVPD) of a single C3H5N3O molecule.

Calculated values
- LUMO (eV) = -0.21
- relative energy (zero: lowest compared OMol25 entry of this formula, charge and spin) (kJ/mol) = 252.5
- maximum force (eV Å⁻¹) = 0.5
- gap between HOMO and LUMO (eV) = 9.5

The geometry in ORCA input format:
```
! wB97M-V def2-TZVPD RIJCOSX def2/J DEFGRID3
* xyz 0 1
H 2.81923 0.77705 -0.14541
N 1.92890 0.29823 0.04817
N 1.03001 1.14049 -0.10104
C -0.29184 0.60803 0.08786
C -1.30594 1.39040 -0.27190
N -0.45354 -0.70149 0.57380
C 0.08966 -1.77501 -0.08607
O 0.12313 -2.90253 0.34623
H -1.11042 2.39709 -0.62055
H -2.32554 1.02413 -0.24130
H -0.87132 -0.86750 1.47988
H 0.45124 -1.48604 -1.08638
*
```

---

Entry 4:
The following is a DFT calculation (ωB97M-V/def2-TZVPD) of a molecular structure, C3H5N3O.

Calculated values
- LUMO (eV) = -0.25
- relative energy (zero: lowest compared OMol25 entry of this formula, charge and spin) (kJ/mol) = 459.0
- maximum force (eV Å⁻¹) = 10.1
- gap between HOMO and LUMO (eV) = 9.2

The geometry in ORCA input format:
```
! wB97M-V def2-TZVPD RIJCOSX def2/J DEFGRID3
* xyz 0 1
C 1.25770 1.39700 0.29967
C -0.16928 -0.50350 -0.28458
C -1.58681 -1.06474 -0.10799
H 3.03874 1.78287 1.05888
H 1.04604 2.31163 0.91870
H -0.74858 1.20413 0.42967
H 0.67123 -2.25516 -0.40770
H -1.70166 -2.37147 0.37453
N 2.45977 0.99746 0.56536
N -0.02383 0.76590 -0.08255
N 0.73884 -1.23036 -0.39198
O -2.69236 -0.42195 -0.30656
*
```

---

Entry 5:
The following is a DFT calculation (ωB97M-V/def2-TZVPD) of a single C3H5N3O molecule.

Calculated values
- LUMO (eV) = 0.91
- relative energy (zero: lowest compared OMol25 entry of this formula, charge and spin) (kJ/mol) = 527.1
- maximum force (eV Å⁻¹) = 5.6
- gap between HOMO and LUMO (eV) = 10.5

The geometry in ORCA input format:
```
! wB97M-V def2-TZVPD RIJCOSX def2/J DEFGRID3
* xyz 0 1
C -1.18571 -0.17203 -1.62258
O 0.22240 -0.60705 -1.17522
N 0.52780 -0.00120 -0.04165
C 0.81404 -0.66212 0.98114
C 0.85745 0.27656 1.96599
N 0.57070 1.41803 1.41169
N 0.40889 1.36111 0.13456
H -1.23694 -0.45549 -2.63977
H -1.89485 -0.66077 -0.92569
H -1.49261 0.93409 -1.72782
H 1.00674 -1.59019 0.78431
H 1.40208 0.15904 2.85504
*
```

---

Entry 6:
The following is a DFT calculation (ωB97M-V/def2-TZVPD) of a single C3H5N3O molecule.

Calculated values
- LUMO (eV) = 0.64
- relative energy (zero: lowest compared OMol25 entry of this formula, charge and spin) (kJ/mol) = 180.4
- maximum force (eV Å⁻¹) = 7.0
- gap between HOMO and LUMO (eV) = 8.6

The geometry in ORCA input format:
```
! wB97M-V def2-TZVPD RIJCOSX def2/J DEFGRID3
* xyz 0 1
C 1.92829 -0.09477 -0.03527
C 0.48610 0.08891 0.03450
N -0.22829 1.37108 0.43172
N -1.48967 0.95298 0.35281
C -1.71051 -0.28156 -0.05105
O -2.78726 -0.86412 -0.17404
N -0.42579 -0.84862 -0.14245
H 2.22797 -1.13576 -0.07127
H 2.23606 0.49854 0.76012
H 2.30573 0.53745 -0.91966
H -2.33003 1.54083 0.41916
H -0.21259 -1.76495 -0.60459
*
```